# 1
Below is C9H19IMnNO as an isolated structure, with properties calculated with ωB97M-V/def2-TZVPD.

```
32
Properties=species:S:1:pos:R:3:forces:R:3
Mn 36.093344 -9.255786 18.437534 0.5 0.2 1.5
I 36.887181 -8.910656 20.894624 -0.5 -0.2 -1.5
C 38.241033 -12.574831 22.047545 -0.2 -0.4 -0.2
C 39.734999 -12.800015 22.209223 0.5 0.2 0.6
C 40.103998 -14.175532 21.643742 0.3 -0.3 0.7
C 41.585940 -14.304693 21.296309 -0.4 0.2 -0.4
C 42.075361 -13.163289 20.400508 0.2 -0.8 0.7
C 41.815862 -11.797121 21.011053 0.5 0.3 -0.1
N 40.436270 -11.775034 21.429169 -1.3 0.0 -1.1
O 40.013827 -10.465456 21.783712 0.2 0.0 0.5
C 42.826416 -11.526134 22.137029 -0.3 -0.1 0.2
C 42.004016 -10.761177 19.890790 0.2 -0.3 0.2
C 40.103077 -12.732281 23.710824 0.1 0.0 -0.2
H 37.694273 -13.408017 22.494502 0.0 0.1 0.2
H 37.924222 -11.646111 22.515646 -0.1 0.0 0.0
H 37.987526 -12.598785 20.980222 0.0 0.3 0.1
H 39.940871 -14.891869 22.457762 -0.3 0.0 -0.2
H 39.445314 -14.478039 20.828043 0.1 0.2 -0.2
H 42.142909 -14.337911 22.232202 0.2 0.0 -0.1
H 41.735973 -15.251723 20.777087 0.1 -0.1 0.1
H 41.595040 -13.252772 19.425383 0.1 0.1 -0.1
H 43.159030 -13.283018 20.307264 -0.1 0.1 -0.4
H 43.822312 -11.356305 21.732580 0.0 0.1 0.0
H 42.876349 -12.385021 22.806415 0.1 0.1 0.0
H 42.509555 -10.670371 22.733401 0.1 0.1 -0.1
H 41.311168 -10.982082 19.075308 -0.1 0.1 0.0
H 43.017986 -10.871287 19.502217 0.0 0.1 0.0
H 41.878350 -9.743255 20.250326 0.0 0.1 0.0
H 39.471924 -13.386827 24.314348 -0.1 0.0 -0.1
H 41.135077 -13.050522 23.861225 0.0 0.0 0.0
H 40.012358 -11.710744 24.081730 -0.1 0.0 0.0
H 39.421162 -10.206752 21.071046 0.1 -0.1 -0.1
```
Positions in Å, forces in eV/Å.

* lowest unoccupied orbital energy (spin up / spin down): -7.55 / -7.57 eV
* total charge: +1
* gap between HOMO and LUMO (spin up / spin down): 2.8 / 2.8 eV
* relative energy (zero: lowest compared OMol25 entry of this formula, charge and spin): 0.0 kcal per mole
* spin multiplicity: 6

Results of the natural (NBO) charge analysis, in e, for atoms 1 through 2:
1 Mn 1.407
2 I -0.401

=====

# 2
Below is C4H11N3O in the gas phase, with properties calculated with ωB97M-V/def2-TZVPD.

```
19
Properties=species:S:1:pos:R:3:forces:R:3
N 1.870662 0.927434 -0.213963 -2.5 1.8 -0.3
C 1.821832 -0.436581 -0.450501 -2.2 -1.9 0.2
N 0.310050 -1.095106 -0.196195 1.9 1.2 -0.7
C -0.243819 -1.034433 1.152020 0.0 0.2 -0.3
C -1.358885 0.020803 0.993560 0.1 -1.1 -0.2
C -1.329989 0.078449 -0.547401 -1.3 3.1 -0.1
N -0.669311 1.345976 -1.029564 -0.1 -0.9 0.0
O -2.176269 -0.415269 -1.276296 1.0 -0.5 0.4
H 1.927248 1.129182 0.781182 0.1 -0.1 -0.1
H 0.780616 1.368768 -0.609952 3.0 -1.5 0.7
H 2.470719 -1.035339 0.197578 0.1 0.1 -0.2
H 1.964315 -0.672745 -1.504948 0.1 -0.1 0.1
H -0.065331 -1.740748 -0.879317 0.4 -0.4 0.5
H 0.528602 -0.688528 1.844822 0.0 -0.3 0.0
H -0.632306 -2.005838 1.458523 0.1 0.1 0.2
H -1.142256 0.975205 1.477334 0.0 0.0 -0.1
H -2.320449 -0.362299 1.330747 -0.1 0.2 -0.1
H -0.840172 1.459573 -2.022086 -0.2 0.1 0.1
H -0.895258 2.181495 -0.505540 -0.5 -0.1 0.0
```
Positions in Å, forces in eV/Å.

* SMILES: NCNCCC(N)=O
* lowest unoccupied orbital energy: 0.93 eV
* total charge: 0
* gap between HOMO and LUMO: 9.7 eV
* relative energy (zero: lowest compared OMol25 entry of this formula, charge and spin): 72.2 kcal per mole

Results of the natural (NBO) charge analysis, in e, for atoms 1 through 2:
1 N -0.900
2 C -0.009

=====

# 3
Below is a 4-piece molecular cluster, C37H69Br2F3N2O5 overall, with properties calculated with ωB97M-V/def2-TZVPD.

```
118
Properties=species:S:1:pos:R:3:forces:R:3
C -2.594928 -5.140942 -1.253292 -0.4 5.7 -2.7
C -2.668088 -3.934048 -1.776632 -1.1 -5.8 2.4
C -3.229380 -2.557021 -2.439962 0.9 -1.2 0.8
C -4.736448 -2.675669 -3.006239 0.7 -0.6 -0.3
C -5.627023 -3.849463 -2.351912 -0.7 0.4 -0.3
C -6.106192 -3.585480 -0.835081 0.3 -0.9 -0.1
F -5.246375 -4.188400 0.165648 -1.6 1.8 -2.2
Br -7.876361 -4.551700 -0.648809 1.1 0.5 0.1
C -6.415381 -2.044722 -0.469326 -0.3 0.5 2.9
F -5.240744 -1.222411 -0.305441 -2.9 -2.2 -0.7
F -7.059013 -2.061482 0.846003 1.9 0.3 -3.1
Br -7.784416 -1.201971 -1.687975 1.6 -0.6 1.0
O -2.365367 -2.273830 -3.572309 -0.2 1.4 1.3
C -1.277725 -1.376515 -3.228009 1.3 -0.1 -0.9
C -1.641052 0.190151 -3.299789 0.3 -0.9 0.9
O -0.425685 0.905878 -2.871111 -2.3 -0.4 1.1
C -0.614815 1.495681 -1.561686 0.8 1.8 1.2
C 0.539192 2.662160 -1.431148 0.1 0.5 -0.6
C -0.079502 4.156935 -1.494346 1.2 2.4 2.7
O 0.240613 5.081146 -0.656433 -1.3 -4.3 -3.7
N -0.479236 0.538681 -0.419186 0.4 1.1 -0.2
C -0.844094 1.228271 0.893761 0.2 -0.3 0.5
C -1.983741 0.347460 1.647767 0.0 0.6 -0.2
C -3.397695 1.129301 1.720347 0.1 0.0 0.2
N -1.916286 0.696249 -4.697474 -0.7 1.0 0.2
C -3.260626 0.288211 -5.186972 -5.1 0.9 -0.1
C -3.464668 -0.961411 -6.224762 0.7 -0.4 1.5
O -4.353718 0.887876 -4.854504 5.4 -2.3 -1.2
C -1.838071 2.209012 -4.618028 -2.0 3.9 2.8
C -0.916239 3.095980 -5.620403 -0.9 0.2 0.2
O -2.471957 2.884341 -3.719678 3.0 -3.6 -3.9
H -2.533523 -6.218278 -0.838430 0.0 2.6 -0.9
H -3.118120 -1.745316 -1.617460 -0.3 -1.3 -1.4
H -5.207142 -1.628793 -2.941112 0.6 -1.7 0.0
H -4.646312 -2.917223 -4.143157 -0.1 0.3 2.1
H -6.600567 -3.913171 -2.991868 1.7 0.2 1.3
H -5.154361 -4.903959 -2.420365 -0.5 2.0 0.3
H -0.819328 -1.670630 -2.208780 -0.9 0.8 -1.4
H -0.441828 -1.557523 -4.022735 -1.5 0.3 1.3
H -2.549723 0.412546 -2.629132 1.4 -0.1 -0.8
H -1.653228 2.009273 -1.427493 1.7 -1.1 -0.6
H 1.298579 2.482610 -2.300539 -1.4 0.5 1.4
H 1.151467 2.578360 -0.461626 -1.1 0.1 -1.4
H -0.879772 4.408753 -2.286852 1.1 -0.6 0.9
H 0.523020 0.280380 -0.319909 -1.0 0.2 -0.4
H 0.127625 1.306292 1.533101 -1.8 -0.2 -1.0
H -1.175868 2.333658 0.721695 0.4 -2.0 0.3
H -2.158607 -0.641395 1.066606 0.6 1.7 1.0
H -1.583537 0.110789 2.704264 -0.9 0.2 -1.6
H -3.452393 2.017539 0.965747 0.1 -1.7 1.2
H -3.543990 1.576906 2.768301 0.1 -0.7 -1.6
H -4.241009 0.375523 1.505220 1.2 1.4 0.4
H -4.380554 -1.558932 -5.835306 1.5 1.3 -0.8
H -3.660865 -0.614417 -7.301965 0.5 -0.4 1.8
H -2.560514 -1.676601 -6.117146 -1.4 1.3 -0.6
H -1.336721 4.183242 -5.595637 0.6 -2.1 0.2
H 0.149044 3.162262 -5.190555 -1.6 -0.5 -0.9
H -0.973234 2.760859 -6.716571 0.4 0.1 1.8
C 1.232386 4.049698 2.422864 0.0 -0.1 -0.1
C 1.884647 2.956377 3.256875 -0.1 0.1 0.2
C 2.662211 3.500437 4.457848 0.0 -0.1 0.1
C 3.845517 4.407423 4.108502 0.0 0.1 -0.1
C 4.903173 3.774056 3.202502 0.1 0.1 0.1
C 5.583261 2.566319 3.831847 0.1 -0.1 -0.2
H 1.973275 4.729176 1.995660 -0.1 0.0 0.0
H 0.673275 3.608628 1.593679 0.0 0.2 0.1
H 0.534726 4.635782 3.028056 0.1 0.0 -0.1
H 2.537439 2.347990 2.621908 0.0 0.0 0.0
H 1.101898 2.283125 3.625551 0.1 0.0 0.0
H 3.012836 2.656144 5.061676 0.0 0.1 0.0
H 1.973436 4.061803 5.101776 0.0 -0.1 -0.1
H 4.323429 4.726210 5.043586 0.0 0.0 -0.1
H 3.477838 5.322945 3.633650 0.0 0.0 0.0
H 5.667246 4.527927 2.980703 -0.1 0.0 0.0
H 4.465368 3.490630 2.240882 0.0 0.0 0.0
H 6.071892 2.841366 4.771150 0.0 -0.1 0.0
H 6.346319 2.169000 3.156617 0.0 0.0 0.1
H 4.871519 1.762424 4.035380 0.1 0.0 0.0
C 6.239297 3.854017 11.361253 -0.1 -0.1 0.2
C 7.438563 3.179178 10.711606 0.1 0.1 -0.1
C 7.736019 3.707425 9.306050 0.1 -0.1 0.0
C 6.624418 3.479487 8.277733 -0.1 0.0 0.0
C 6.216136 2.018854 8.076445 0.0 0.1 -0.1
C 7.346794 1.150752 7.542877 -0.1 -0.2 0.0
H 5.321594 3.681597 10.793926 0.0 0.0 0.0
H 6.083532 3.458070 12.368712 0.0 0.1 -0.1
H 6.397581 4.933311 11.442179 -0.1 -0.1 0.0
H 7.284261 2.095655 10.688611 0.0 0.0 0.0
H 8.319482 3.349675 11.340755 0.0 -0.1 -0.1
H 8.665655 3.251457 8.948468 -0.1 0.0 0.0
H 7.936420 4.784665 9.366806 0.0 -0.1 0.0
H 6.954682 3.891907 7.315799 0.0 0.0 0.1
H 5.738326 4.056728 8.561873 0.1 0.0 0.0
H 5.384733 1.985422 7.362724 0.0 0.0 0.1
H 5.834876 1.594371 9.009776 0.0 0.1 0.0
H 7.707983 1.530141 6.582687 0.0 0.0 0.1
H 6.995997 0.125986 7.392117 0.1 0.1 0.0
H 8.189236 1.112431 8.237771 0.0 0.0 -0.1
C -4.176707 -7.387797 -7.569395 -0.1 -0.1 0.1
C -4.108927 -6.084656 -6.786619 0.0 0.1 -0.1
C -3.218219 -5.031354 -7.450267 0.0 0.1 0.1
C -1.742779 -5.419338 -7.584747 0.0 -0.1 -0.1
C -1.040857 -5.764324 -6.269990 0.2 0.1 -0.1
C -0.992164 -4.596379 -5.295377 0.0 -0.2 0.1
H -3.195183 -7.860038 -7.654545 -0.1 0.0 0.0
H -4.840937 -8.096041 -7.066213 0.1 0.0 -0.1
H -4.565755 -7.215815 -8.577128 0.1 0.0 0.0
H -3.768819 -6.285121 -5.765438 0.0 0.0 0.0
H -5.122401 -5.676804 -6.697355 0.1 0.0 0.0
H -3.301479 -4.095056 -6.887052 0.0 0.0 0.0
H -3.611917 -4.813281 -8.451241 0.0 0.0 0.1
H -1.210133 -4.588554 -8.064779 0.0 -0.1 0.1
H -1.648030 -6.269577 -8.268237 0.0 0.1 0.0
H -0.013744 -6.073984 -6.495080 -0.1 0.0 0.0
H -1.520990 -6.623163 -5.791858 0.0 0.0 0.0
H -0.469503 -3.742621 -5.737259 -0.1 0.0 0.0
H -0.458958 -4.886076 -4.385605 -0.1 0.1 0.0
H -1.993290 -4.273632 -5.002009 0.1 0.0 0.0
```
Positions in Å, forces in eV/Å.

* SMILES: C#C[C@H](CC[C@](F)(Br)C(F)(F)Br)OC[C@@H](O[C@H](CC=O)NCCC)N(C(C)=O)C(C)=O.CCCCCC.CCCCCC.CCCCCC
* lowest unoccupied orbital energy: -0.08 eV
* total charge: 0
* gap between HOMO and LUMO: 9.3 eV

Results of the Mulliken charge analysis, in e, for atoms 1 through 2:
1 C -0.770
2 C -0.564

=====

| no. | F_max (eV/Å) |
| --- | --- |
| 1 | 1.727 |
| 2 | 3.433 |
| 3 | 6.405 |